# C9H7LuN2O5S

C9H7LuN2O5S as an isolated structure (ωB97M-V/def2-TZVPD, OMol25).

The geometry in XYZ format:
```
25
Properties=species:S:1:pos:R:3:forces:R:3
O -0.50886 -4.16506 -2.64745 -2.04 3.00 -2.63
C -1.02877 -3.37390 -3.32093 2.04 -2.97 2.63
Lu -1.38973 1.34144 -1.54786 0.02 -1.05 -0.63
O 1.00956 -1.76845 -0.93530 -5.04 5.46 -1.16
C 0.21862 -0.89015 -1.10870 4.61 -5.14 2.04
C 1.03135 1.70654 -1.43749 5.14 1.57 0.24
O 2.16257 1.96624 -1.41450 -4.82 -1.22 -0.18
C -0.74578 0.14265 -4.37474 -2.10 1.91 -5.05
O -1.16720 0.94704 -5.14299 1.33 -2.52 3.70
C 0.31219 -0.21686 -3.44709 2.94 -0.07 -0.17
O 1.30666 -0.84854 -3.74045 -2.56 1.09 0.86
H -2.20156 2.55489 -0.24871 0.11 1.33 -1.25
C -0.97706 -1.30840 2.57984 -0.26 -0.31 0.03
N -0.13685 -0.13398 2.34947 0.74 0.43 -0.10
C 1.17667 0.00399 2.82080 -0.64 1.33 -0.91
C 1.62834 1.22412 2.38390 -1.14 -1.11 0.01
N 0.58787 1.77684 1.64093 0.20 0.22 -0.01
C -0.47830 0.95372 1.62793 0.28 -0.89 0.72
S -2.05027 1.23590 0.88544 0.68 -1.12 1.11
H -2.00745 -0.98681 2.74792 0.18 -0.07 0.07
H -0.94973 -1.98483 1.71677 0.07 0.20 0.18
H -0.60200 -1.83933 3.45996 -0.13 0.19 -0.20
H 1.64770 -0.74944 3.41467 0.11 -0.19 0.18
H 2.55457 1.72219 2.55233 0.34 0.24 0.00
H 0.60747 2.69020 1.18627 -0.04 -0.32 0.51
```
Positions in Å, forces in eV/Å.

Results
E_tot, a.u.: -2465.72079
2S+1: 1
HOMO (spin up / spin down), eV: -15.193 / -14.233
Energy above the lowest of the compared OMol25 structures with the same formula, charge and spin, kJ/mol: 182.3
Gap between HOMO and LUMO (spin up / spin down), Ha: 0.2173 / 0.1647
Charge: +2